{"formula": "C40H18BF25GeN4OPtS2", "method": "ωB97M-V with the def2-TZVPD basis set", "species": ["Pt", "S", "N", "C", "C", "C", "C", "C", "N", "C", "C", "N", "C", "C", "C", "C", "C", "N", "H", "H", "H", "H", "H", "H", "F", "B", "F", "F", "F", "C", "C", "C", "C", "C", "C", "H", "H", "H", "H", "H", "H", "H", "H", "H", "F", "C", "C", "C", "F", "C", "F", "C", "F", "C", "F", "Ge", "S", "C", "C", "F", "C", "F", "C", "F", "C", "F", "C", "F", "C", "C", "F", "C", "F", "C", "F", "C", "F", "C", "F", "C", "C", "O", "C", "F", "F", "F", "C", "F", "F", "F", "H", "H", "H"], "coordinates": [[0.49495, 0.12343, -0.80654], [6.29283, 4.67672, -1.25097], [6.18952, 3.19328, -0.62917], [4.93406, 2.80446, -0.77041], [4.39110, 1.52907, -0.33990], [5.12077, 0.51522, 0.28672], [4.46929, -0.63751, 0.65517], [3.10396, -0.77608, 0.40536], [2.41364, 0.17966, -0.20236], [3.03994, 1.31710, -0.57381], [2.20768, 2.30628, -1.22933], [0.91228, 1.96474, -1.41484], [0.07628, 2.80980, -2.00284], [0.51312, 4.05887, -2.44304], [1.82717, 4.42734, -2.26778], [2.70348, 3.53443, -1.64591], [4.11291, 3.78128, -1.40190], [4.76542, 4.88513, -1.72283], [6.17692, 0.65543, 0.47351], [4.99225, -1.44890, 1.14018], [2.55679, -1.66268, 0.69496], [-0.93646, 2.44899, -2.12739], [-0.19523, 4.72104, -2.91913], [2.19540, 5.38807, -2.60218], [1.75995, -2.50473, -1.79584], [0.88804, -3.05072, -0.87598], [1.54560, -3.70808, 0.14408], [-0.14711, -3.74537, -1.42214], [0.24667, -1.83604, -0.16065], [-0.58932, 4.73984, 3.70630], [-0.01671, 4.20992, 2.38553], [1.44705, 4.64715, 2.23956], [-0.84014, 4.74694, 1.20705], [-0.08992, 2.74126, 2.37541], [-0.17095, 1.54034, 2.34967], [-0.54623, 5.83074, 3.71833], [-0.01269, 4.36703, 4.55398], [-1.62899, 4.43256, 3.82832], [1.50559, 5.73405, 2.15086], [1.89610, 4.20010, 1.35023], [2.03244, 4.34077, 3.10805], [-0.87287, 5.83769, 1.24571], [-1.86011, 4.36296, 1.23552], [-0.38914, 4.44948, 0.25890], [2.62220, 1.31604, 2.65529], [2.99434, 1.10259, 3.92353], [2.15754, 0.45449, 4.81045], [2.63248, 0.28452, 6.10072], [1.84932, -0.32546, 7.00529], [3.87386, 0.72660, 6.51255], [4.29006, 0.54577, 7.76246], [4.68659, 1.37451, 5.59566], [5.88463, 1.81196, 5.96068], [4.24533, 1.56428, 4.29828], [5.02827, 2.18621, 3.41439], [0.38654, -0.29778, 4.45334], [-0.25714, -0.15562, 2.32306], [0.53893, -2.20211, 4.84383], [-0.17504, -2.88463, 5.81287], [-1.03464, -2.23516, 6.60546], [-0.01865, -4.24431, 6.01491], [-0.71628, -4.87770, 6.95398], [0.88428, -4.94890, 5.23505], [1.04532, -6.25086, 5.42530], [1.62713, -4.29504, 4.26506], [2.50504, -4.96780, 3.53098], [1.43908, -2.93755, 4.09068], [2.17270, -2.31329, 3.15480], [-0.99383, 0.64127, 5.45611], [-0.80002, 1.83257, 6.13274], [0.41817, 2.38735, 6.21012], [-1.84136, 2.52113, 6.72804], [-1.62221, 3.67449, 7.35765], [-3.12447, 2.00956, 6.65007], [-4.13285, 2.66075, 7.21507], [-3.35697, 0.82007, 5.97943], [-4.59034, 0.32932, 5.90828], [-2.29327, 0.16199, 5.39269], [-2.54385, -0.98354, 4.75202], [-2.64588, -1.35282, -0.50812], [-2.55549, -0.03494, -1.26907], [-1.29177, 0.35524, -1.64538], [-3.17636, 1.08965, -0.40770], [-4.40870, 0.81013, 0.03716], [-3.24494, 2.26392, -1.06818], [-2.40652, 1.30939, 0.67459], [-3.34063, -0.17098, -2.59928], [-2.90427, -1.23142, -3.28647], [-4.66072, -0.33883, -2.39588], [-3.19626, 0.90144, -3.39128], [-2.15190, -1.25091, 0.45722], [-2.13869, -2.12731, -1.07752], [-3.68355, -1.63830, -0.34047]], "forces_ev_per_angstrom": [[-0.27, -0.03, -0.08], [0.00, -0.01, -0.01], [0.01, 0.00, 0.01], [0.00, 0.00, 0.01], [0.00, 0.01, 0.04], [0.02, 0.06, 0.00], [-0.05, -0.02, 0.07], [-0.05, 0.01, 0.02], [0.09, -0.15, -0.10], [0.04, -0.03, 0.09], [-0.04, 0.15, -0.01], [0.04, -0.16, 0.10], [0.00, 0.01, -0.07], [0.01, -0.02, 0.03], [0.02, 0.04, 0.00], [0.00, -0.01, 0.01], [-0.01, 0.00, 0.00], [0.00, 0.01, 0.01], [0.00, 0.00, 0.00], [0.00, 0.00, 0.00], [0.01, -0.04, -0.05], [0.00, -0.02, 0.01], [-0.01, -0.01, 0.00], [0.00, 0.00, 0.00], [-0.02, 0.03, 0.04], [0.06, -0.07, 0.02], [-0.01, 0.02, 0.02], [0.00, 0.01, 0.01], [-0.02, 0.17, -0.11], [0.01, -0.01, 0.01], [0.00, 0.00, -0.03], [-0.01, 0.01, 0.02], [0.01, -0.01, 0.00], [-0.05, -0.05, 0.05], [-0.04, 0.08, 0.01], [-0.01, 0.00, -0.01], [-0.01, -0.01, 0.01], [0.00, 0.00, 0.00], [0.01, 0.00, 0.01], [0.00, 0.01, -0.02], [0.01, -0.02, -0.01], [0.01, 0.00, 0.00], [0.00, 0.01, 0.00], [-0.03, -0.01, 0.01], [0.20, -0.06, 0.08], [-0.04, 0.03, -0.16], [-0.03, -0.02, 0.10], [0.00, 0.01, 0.00], [0.00, 0.02, -0.01], [0.01, 0.02, -0.01], [0.00, 0.00, -0.01], [-0.01, -0.01, 0.00], [0.00, 0.00, 0.00], [-0.02, -0.01, -0.03], [0.01, 0.01, -0.02], [-0.10, -0.06, -0.17], [0.24, 0.16, 0.33], [-0.02, 0.01, 0.00], [-0.01, 0.00, 0.03], [0.07, -0.04, 0.03], [0.00, 0.00, 0.01], [0.01, 0.00, -0.01], [-0.01, 0.00, 0.00], [0.00, 0.01, 0.00], [-0.01, 0.00, 0.00], [0.00, 0.00, 0.00], [-0.03, -0.03, -0.01], [0.05, 0.01, -0.01], [0.01, -0.02, 0.06], [-0.03, 0.05, -0.08], [0.05, -0.04, 0.03], [0.00, 0.02, -0.01], [0.00, -0.01, 0.00], [-0.02, 0.01, 0.02], [0.01, -0.01, -0.01], [-0.01, -0.02, -0.02], [0.01, 0.00, 0.00], [0.01, 0.00, 0.07], [-0.01, 0.03, -0.09], [-0.01, 0.03, 0.04], [0.00, -0.15, -0.01], [0.03, 0.09, -0.18], [0.03, 0.03, 0.01], [0.01, 0.02, -0.01], [0.00, -0.02, 0.02], [-0.11, -0.01, -0.09], [-0.02, -0.03, 0.05], [0.01, 0.01, 0.00], [0.02, 0.00, 0.01], [0.00, 0.03, 0.00], [-0.02, -0.01, -0.02], [0.00, -0.02, 0.01], [0.00, 0.00, -0.02]], "mulliken_charge": [1.28, 0.14, -0.70, 0.78, 0.63, -0.78, -1.12, 0.01, -0.03, -0.29, -0.59, 0.07, -0.12, -0.79, -0.75, 0.88, 0.84, -0.69, 0.53, 0.55, 0.50, 0.22, 0.49, 0.54, -0.30, 0.16, -0.32, -0.34, -0.09, -1.77, 2.27, -1.77, -1.53, 0.34, -0.50, 0.47, 0.26, 0.33, 0.49, 0.25, 0.29, 0.44, 0.37, 0.13, 0.44, -0.98, 0.22, 0.78, -0.38, 0.14, -0.30, 0.59, -0.32, -0.24, -0.30, 0.61, -0.41, 0.37, 0.39, -0.30, 0.11, -0.29, 0.74, -0.30, -0.24, -0.29, -0.35, -0.03, -0.20, 0.32, -0.41, 0.18, -0.34, 0.72, -0.31, 0.10, -0.30, 0.46, -0.40, -1.72, 1.26, -0.59, 0.32, -0.29, -0.29, 0.12, 0.52, -0.25, -0.27, -0.24, 0.22, 0.41, 0.52], "orbital_gap_ev": 7.400, "lumo_energy_ev": -1.6, "de_lowest_kj_mol": 0.0, "max_force_ha_per_bohr": 0.009}